No. 1
164
Properties=species:S:1:pos:R:3:lowdin_charge:R:1 method="wB97M-V/def2-TZVPD" charge=-1 homo_ev=-4.0468 homo_lumo_gap_ha=0.2142 energy_ha=-4850.63311 lumo_energy_ev=1.78
C -1.8329 -7.8294 3.4807 -0.084
C -2.2607 -6.4357 2.8978 -0.297
O -1.7546 -6.3689 1.5850 -0.174
C -1.4283 -5.0162 1.1910 -0.185
C -2.1998 -4.6971 -0.1300 -0.177
C -1.2778 -4.4676 -1.3552 -0.208
C -0.4039 -3.1747 -1.3016 -0.288
C -1.0702 -1.9403 -0.6181 -0.263
Ga -2.3410 -0.8526 -1.8237 0.367
C -1.9630 -1.0101 -3.8332 -0.309
C -1.5595 0.3680 -4.4875 -0.220
C -2.0471 1.1461 -1.2875 -0.263
C -1.7727 1.2463 0.2756 -0.370
N -0.3608 1.5875 0.5310 -0.049
P -4.5507 -1.3632 -1.2009 0.577
O -4.8319 -2.8452 -1.5321 -0.633
H -2.4295 -8.1004 4.3716 0.065
H -0.7469 -7.8025 3.7330 0.051
H -1.9582 -8.5800 2.6783 0.073
H -1.8506 -5.6724 3.5810 0.109
H -3.3699 -6.4211 2.9337 0.114
H -1.8027 -4.3176 1.9637 0.110
H -0.3314 -4.9398 1.0831 0.122
H -2.8428 -3.8146 0.0180 0.076
H -2.8705 -5.5459 -0.3436 0.115
H -1.8451 -4.5578 -2.2997 0.106
H -0.5650 -5.3258 -1.3735 0.101
H -0.2141 -2.8844 -2.3566 0.071
H 0.6048 -3.3678 -0.8767 0.088
H -0.2392 -1.2461 -0.3521 0.035
H -1.5867 -2.1670 0.3347 0.031
H -1.1699 -1.7458 -4.0746 0.023
H -2.9018 -1.3298 -4.3375 0.031
H -1.8401 0.3614 -5.5648 0.050
H -0.4791 0.5638 -4.3895 0.041
H -2.1333 1.2043 -4.0451 0.046
H -1.1749 1.5860 -1.8034 0.027
H -2.9598 1.7563 -1.4761 0.030
H -1.9994 0.2886 0.7791 0.071
H -2.3797 2.0521 0.7342 0.086
H 0.2656 0.8839 0.1644 0.034
H -0.1283 2.4682 0.0934 0.042
H -4.6989 -1.1460 0.2141 -0.054
H -5.4517 -0.4646 -1.8471 -0.066
C 2.7033 -9.6790 5.5942 -0.063
C 1.6754 -10.1208 4.5651 -0.490
C 2.2542 -11.1600 3.6171 -0.064
O 1.2293 -8.9894 3.8230 -0.061
H 3.5664 -9.2193 5.1054 0.057
H 2.2782 -8.9265 6.2611 0.081
H 3.0521 -10.5216 6.1965 0.077
H 0.8006 -10.5340 5.0715 0.138
H 3.1048 -10.7487 3.0657 0.078
H 1.5096 -11.4603 2.8778 0.079
H 2.5872 -12.0484 4.1586 0.076
H 1.9923 -8.6146 3.3698 0.092
C 7.1510 -6.4984 3.1988 -0.064
C 6.0916 -6.7931 4.2492 -0.490
C 6.7225 -7.1322 5.5903 -0.059
O 5.2725 -7.8787 3.8111 -0.069
H 7.7907 -7.3716 3.0388 0.079
H 6.6851 -6.2638 2.2402 0.080
H 7.7795 -5.6570 3.4967 0.079
H 5.4362 -5.9277 4.3615 0.140
H 7.3489 -8.0264 5.5103 0.082
H 5.9516 -7.3492 6.3321 0.081
H 7.3361 -6.3086 5.9579 0.060
H 5.8363 -8.6506 3.7059 0.083
C -7.9915 1.5951 0.5296 -0.063
C -7.9573 1.9315 -0.9538 -0.490
C -9.3467 1.8547 -1.5681 -0.069
O -7.0780 1.0315 -1.6253 -0.097
H -8.3537 0.5747 0.6866 0.081
H -6.9886 1.6464 0.9571 0.079
H -8.6409 2.2832 1.0768 0.072
H -7.5502 2.9352 -1.0931 0.137
H -9.7550 0.8429 -1.4794 0.081
H -9.3068 2.0889 -2.6337 0.082
H -10.0314 2.5474 -1.0857 0.055
H -7.4216 0.1395 -1.5116 0.066
C 1.8184 4.7659 -5.1874 -0.072
C 1.9403 3.5105 -4.3370 -0.493
C 3.1918 2.7214 -4.6923 -0.061
O 0.7893 2.6910 -4.5204 -0.058
H 1.7424 4.5082 -6.2485 0.084
H 0.9140 5.3179 -4.9286 0.080
H 2.6767 5.4237 -5.0516 0.065
H 1.9682 3.7854 -3.2799 0.135
H 3.1628 2.3962 -5.7364 0.081
H 3.2629 1.8202 -4.0805 0.081
H 4.0933 3.3200 -4.5394 0.065
H 0.7497 2.4395 -5.4480 0.084
C 1.9805 8.5544 -8.0701 -0.059
C 1.1983 8.2707 -6.7980 -0.489
C 0.4765 9.5151 -6.3036 -0.058
O 2.0823 7.7958 -5.7835 -0.066
H 2.7460 9.3174 -7.8952 0.080
H 2.4989 7.6562 -8.4090 0.082
H 1.3213 8.8987 -8.8692 0.066
H 0.4737 7.4762 -6.9843 0.139
H 1.1912 10.3095 -6.0679 0.080
H -0.0746 9.2990 -5.3867 0.081
H -0.2246 9.8897 -7.0523 0.064
H 2.7286 8.4857 -5.6069 0.086
C 6.3149 -3.0837 7.8716 -0.061
C 7.0660 -4.1033 8.7132 -0.494
C 7.7906 -3.4374 9.8729 -0.066
O 8.0071 -4.8003 7.8958 -0.066
H 7.0022 -2.3528 7.4387 0.075
H 5.8073 -3.5745 7.0392 0.080
H 5.5726 -2.5491 8.4662 0.077
H 6.3669 -4.8485 9.0975 0.138
H 8.5293 -2.7188 9.5060 0.080
H 8.3322 -4.1792 10.4631 0.076
H 7.0915 -2.9133 10.5274 0.078
H 8.6318 -4.1566 7.5489 0.086
C 4.2152 1.9219 7.2358 -0.062
C 4.9749 0.9039 8.0719 -0.500
C 5.6945 1.5691 9.2353 -0.066
O 5.9200 0.2176 7.2521 -0.063
H 4.9005 2.6592 6.8073 0.081
H 3.7112 1.4323 6.4014 0.084
H 3.4689 2.4479 7.8340 0.080
H 4.2810 0.1518 8.4522 0.136
H 6.4283 2.2949 8.8724 0.080
H 6.2414 0.8281 9.8216 0.075
H 4.9919 2.0848 9.8927 0.079
H 6.5392 0.8677 6.9080 0.085
C -14.1995 1.1117 -0.8353 -0.065
C -12.8682 1.5434 -0.2399 -0.495
C -13.0415 2.0808 1.1723 -0.061
O -12.2749 2.5443 -1.0651 -0.072
H -14.8882 1.9596 -0.8990 0.079
H -14.0607 0.7362 -1.8504 0.080
H -14.6668 0.3291 -0.2344 0.079
H -12.1806 0.6959 -0.2273 0.137
H -13.6921 2.9606 1.1746 0.080
H -12.0800 2.3935 1.5832 0.077
H -13.4745 1.3268 1.8325 0.080
H -12.8692 3.3004 -1.0876 0.089
C 5.5766 2.8547 -0.9725 -0.061
C 6.4990 3.9959 -1.3732 -0.501
C 6.3535 5.1815 -0.4312 -0.069
O 6.2052 4.4039 -2.7081 -0.062
H 4.5299 3.1690 -1.0152 0.082
H 5.6853 2.0151 -1.6607 0.080
H 5.7932 2.5067 0.0394 0.079
H 7.5343 3.6494 -1.3688 0.136
H 5.3323 5.5722 -0.4561 0.081
H 7.0145 5.9954 -0.7351 0.076
H 6.5934 4.9022 0.5967 0.078
H 5.2940 4.7116 -2.7277 0.074
C -3.1814 8.1537 -9.3874 -0.060
C -1.8749 8.7402 -9.8991 -0.503
C -2.0770 9.4811 -11.2121 -0.065
O -0.9178 7.6975 -10.0782 -0.059
H -3.5872 7.4314 -10.1015 0.082
H -3.0200 7.6190 -8.4500 0.082
H -3.9271 8.9335 -9.2204 0.080
H -1.4631 9.4230 -9.1530 0.122
H -2.4466 8.8024 -11.9862 0.081
H -1.1305 9.8895 -11.5710 0.078
H -2.7901 10.3000 -11.0989 0.079
H -1.2659 7.0861 -10.7335 0.086

No. 2
12
Properties=species:S:1:pos:R:3:lowdin_charge:R:1 method="wB97M-V/def2-TZVPD" charge=0 homo_ev=-9.4979 de_lowest_kcal_mol=64.1 homo_lumo_gap_ha=0.3867 energy_ha=-269.24415 smiles=CC#C[C@H]1CO1 lumo_energy_ev=1.02
C 1.4226 -0.0996 2.3115 -0.105
C 0.5415 -0.2222 1.1413 -0.065
C -0.1418 -0.3156 0.1487 0.036
C -0.8101 -0.3916 -1.1436 -0.311
C -1.9867 0.3781 -1.5636 -0.126
O -0.6860 0.7815 -1.9428 -0.028
H 2.2437 0.5928 2.0952 0.079
H 0.8958 0.2773 3.1949 0.076
H 1.8674 -1.0656 2.5744 0.077
H -0.7816 -1.3442 -1.6645 0.137
H -2.5414 0.9432 -0.8228 0.114
H -2.5550 -0.0063 -2.4137 0.114